--- P ---
Below is a cluster of 4 separate species, CH9NO3 in total, with properties calculated with ωB97M-V/def2-TZVPD.

Each line ends with the Mulliken charge.
Cartesian coordinates (Å):
C1 -0.40 -1.14 3.50  -0.237
N1 0.36 -0.89 2.50  -0.444
H1 -1.40 -1.52 3.24  0.219
H2 -0.10 -1.04 4.53  0.272
H3 1.27 -1.28 2.77  0.220
H4 -0.04 1.96 -3.30  0.323
H5 -1.45 2.23 -3.44  0.310
O1 -0.66 2.70 -3.19  -0.633
H6 -0.83 -1.39 -0.52  0.346
H7 -0.79 -0.21 0.55  0.346
O2 -0.90 -0.44 -0.38  -0.768
H8 0.66 -0.33 -1.09  0.426
H9 2.15 0.20 -1.15  0.299
O3 1.56 -0.49 -1.45  -0.679

Results
Structure (SMILES) = C=N.O.O.O
LUMO energy = 0.402 eV
Net charge = 0
Spin multiplicity = 1
Gap between HOMO and LUMO = 10.67 eV
HOMO level = -10.26 eV

---

--- Q ---
Below is a cluster of 4 separate species, CH9NO3 in total, with properties calculated with ωB97M-V/def2-TZVPD.

Each line ends with the Mulliken charge.
Cartesian coordinates (Å):
C1 -0.21 2.83 -1.14  -0.208
N1 0.35 1.78 -1.54  -0.525
H1 -1.15 3.19 -1.54  0.260
H2 0.23 3.40 -0.35  0.221
H3 1.22 1.63 -1.03  0.237
H4 -0.52 -0.27 -1.19  0.368
H5 -1.96 -0.24 -1.56  0.291
O1 -1.34 -0.75 -1.03  -0.633
H6 1.11 -2.39 0.93  0.317
H7 2.21 -3.44 1.24  0.313
O2 1.32 -3.33 0.89  -0.631
H8 -0.09 -0.06 2.14  0.301
H9 -1.03 -1.33 2.02  0.318
O3 -0.13 -1.02 2.14  -0.630

Results
Structure (SMILES) = C=N.O.O.O
LUMO energy = 0.491 eV
Net charge = 0
Spin multiplicity = 1
Gap between HOMO and LUMO = 11.25 eV
HOMO level = -10.76 eV

---

Question: which arrangement is favored energetically? Ranking from most to least stable: Q, P.

---

--- P ---
Below is a cluster of 2 separate species, C8H8N4O4 in total, with properties calculated with ωB97M-V/def2-TZVPD.

Each line ends with the Mulliken charge.
Cartesian coordinates (Å):
C1 -1.03 -1.52 -0.61  0.736
C2 -1.82 0.67 -1.12  -0.305
C3 -1.20 -0.34 -1.53  -0.874
C4 -1.77 0.24 1.05  0.216
C5 1.12 1.54 -0.01  0.702
C6 2.32 -0.51 -0.79  -0.138
C7 1.90 0.84 -0.90  -0.603
C8 1.31 -0.46 1.42  0.169
H1 -1.46 -1.70 1.37  0.302
H2 -0.89 -0.69 -2.38  0.665
H3 -2.19 1.50 -1.83  0.279
H4 -2.27 2.04 0.49  0.309
H5 0.59 1.38 2.08  0.349
H6 2.27 1.39 -1.82  0.312
H7 2.66 -1.13 -1.70  0.311
H8 2.25 -2.19 0.54  0.308
N1 -1.59 -1.19 0.51  -0.180
N2 -2.08 1.09 0.12  0.125
N3 0.83 0.82 1.13  -0.053
N4 1.86 -1.15 0.34  -0.032
O1 -0.64 -2.61 -0.90  -0.662
O2 -1.89 0.34 2.28  -0.653
O3 0.56 2.60 -0.26  -0.661
O4 1.17 -0.95 2.52  -0.620

Results
Structure (SMILES) = O=c1cc[nH]c(=O)[nH]1.O=c1cc[nH]c(=O)[nH]1
LUMO energy = -0.152 eV
Net charge = 0
Spin multiplicity = 1
Gap between HOMO and LUMO = 9.19 eV
HOMO level = -9.34 eV

---

--- Q ---
Below is a cluster of 2 separate species, C8H8N4O4 in total, with properties calculated with ωB97M-V/def2-TZVPD.

Each line ends with the Mulliken charge.
Cartesian coordinates (Å):
C1 -2.53 -0.91 0.02  0.746
C2 -3.87 -1.32 0.03  -0.608
C3 -5.01 -0.46 0.17  -0.127
C4 -3.50 1.38 -0.20  0.308
C5 4.89 0.37 -0.14  0.611
C6 4.63 -1.03 -0.16  -0.634
C7 3.30 -1.34 -0.11  -0.004
C8 2.63 1.00 0.03  0.370
H1 -1.41 0.84 -0.01  0.188
H2 -3.75 -2.49 -0.22  0.230
H3 -5.91 -1.05 0.42  0.364
H4 -5.65 1.40 -0.04  0.302
H5 4.34 2.24 0.25  0.344
H6 5.46 -1.72 -0.36  0.378
H7 2.62 -2.30 0.00  0.289
H8 1.30 -0.65 0.27  0.224
N1 -2.41 0.48 -0.18  -0.067
N2 -4.83 0.90 0.28  -0.146
N3 3.98 1.22 -0.19  -0.187
N4 2.30 -0.34 -0.04  -0.083
O1 -1.45 -1.45 -0.04  -0.626
O2 -3.17 2.56 -0.34  -0.568
O3 6.12 0.68 0.25  -0.691
O4 1.91 1.96 0.30  -0.612

Results
Structure (SMILES) = O=c1cc[nH]c(=O)[nH]1.O=c1cc[nH]c(=O)[nH]1
LUMO energy = -0.383 eV
Net charge = 0
Spin multiplicity = 1
Gap between HOMO and LUMO = 8.86 eV
HOMO level = -9.24 eV

---

Question: which arrangement is favored energetically? Ranking from most to least stable: P, Q.

---

--- P ---
Below is a cluster of 2 separate species, C6H16O in total, with properties calculated with ωB97M-V/def2-TZVPD.

Each line ends with the Mulliken charge.
Cartesian coordinates (Å):
C1 -1.55 -0.92 1.74  -1.112
C2 -0.59 -0.74 0.47  -0.984
C3 -0.39 0.71 0.12  0.898
C4 0.43 1.26 1.31  -1.562
C5 0.27 1.03 -1.33  -0.859
C6 1.69 0.60 -1.29  -1.137
H1 -2.54 -1.03 1.34  0.340
H2 -1.17 -1.64 2.48  0.306
H3 -1.46 0.06 2.33  0.229
H4 -1.27 -1.41 -0.19  -0.043
H5 0.25 -1.39 0.39  0.844
H6 -1.33 1.25 0.11  0.298
H7 1.02 0.50 1.88  0.316
H8 -0.19 1.60 2.12  0.473
H9 1.01 2.12 0.90  0.386
H10 -0.40 0.47 -1.99  0.365
H11 0.11 2.05 -1.59  0.456
H12 1.77 -0.41 -0.90  0.315
H13 2.26 0.81 -2.19  0.341
H14 2.33 1.07 -0.49  0.279
H15 0.65 -1.70 -1.68  0.291
H16 -0.82 -2.04 -1.50  0.233
O1 -0.07 -2.24 -2.04  -0.670

Results
Structure (SMILES) = CCC(C)CC.O
LUMO energy = 0.945 eV
Net charge = 0
Spin multiplicity = 1
Gap between HOMO and LUMO = 11.54 eV
HOMO level = -10.59 eV

---

--- Q ---
Below is a cluster of 2 separate species, C6H16O in total, with properties calculated with ωB97M-V/def2-TZVPD.

Each line ends with the Mulliken charge.
Cartesian coordinates (Å):
C1 1.92 2.07 0.15  -0.943
C2 1.81 0.59 -0.37  -0.810
C3 0.49 -0.23 -0.15  0.641
C4 0.06 -0.14 1.34  -1.456
C5 0.47 -1.64 -0.78  -0.459
C6 0.76 -1.64 -2.20  -1.440
H1 1.70 2.01 1.35  0.180
H2 1.15 2.92 -0.13  0.257
H3 2.94 2.41 0.07  0.351
H4 1.92 0.45 -1.47  0.313
H5 2.54 -0.13 -0.03  0.357
H6 -0.19 0.19 -1.02  0.257
H7 0.75 0.40 2.03  0.367
H8 -0.95 0.31 1.22  0.220
H9 0.08 -1.10 1.72  0.460
H10 -0.56 -1.98 -0.59  0.349
H11 1.29 -2.28 -0.34  0.269
H12 1.83 -1.46 -2.35  0.355
H13 0.09 -1.04 -2.84  0.381
H14 0.64 -2.71 -2.53  0.353
H15 -6.65 1.66 2.46  0.321
H16 -5.63 0.52 2.39  0.315
O1 -6.48 0.80 2.07  -0.636

Results
Structure (SMILES) = CCC(C)CC.O
LUMO energy = 0.811 eV
Net charge = 0
Spin multiplicity = 1
Gap between HOMO and LUMO = 10.94 eV
HOMO level = -10.13 eV

---

Question: which arrangement is favored energetically? Ranking from most to least stable: P, Q.

---

--- P ---
Below is a cluster of 2 separate species, C2H7NS2 in total, with properties calculated with ωB97M-V/def2-TZVPD.

Each line ends with the Mulliken charge.
Cartesian coordinates (Å):
N1 0.80 0.17 1.22  -0.455
C1 -0.10 0.73 0.24  -0.413
C2 -0.65 -0.38 -0.67  -0.448
S1 -1.99 -1.31 0.13  -0.254
S2 3.26 -0.11 -0.65  -0.094
H1 1.14 0.86 1.89  0.256
H2 1.64 -0.19 0.75  0.064
H3 0.47 1.41 -0.42  0.272
H4 -0.90 1.20 0.80  0.369
H5 0.22 -1.02 -0.85  0.189
H6 -0.89 -0.07 -1.68  0.396
H7 -2.98 -1.31 -0.76  0.118

Results
LUMO energy = -4.159 eV
Net charge = 0
Spin multiplicity = 1
Gap between HOMO and LUMO = 4.74 eV
HOMO level = -8.90 eV

---

--- Q ---
Below is a cluster of 2 separate species, C2H7NS2 in total, with properties calculated with ωB97M-V/def2-TZVPD.

Each line ends with the Mulliken charge.
Cartesian coordinates (Å):
S1 2.13 -0.79 1.92  -0.131
S2 0.91 -2.55 2.19  -0.176
H1 0.97 -0.09 1.72  0.110
H2 -0.16 -1.82 2.54  0.148
C1 0.29 1.28 -1.27  -0.752
C2 -1.48 -0.14 -0.65  -0.424
N1 -0.34 0.32 -0.39  -0.129
H3 0.82 0.68 -2.03  0.272
H4 -0.40 2.04 -1.65  0.336
H5 1.15 1.77 -0.77  0.206
H6 -1.61 -1.24 -0.58  0.262
H7 -2.27 0.54 -1.01  0.277

Results
Structure (SMILES) = C=NC.SS
LUMO energy = 0.248 eV
Net charge = 0
Spin multiplicity = 1
Gap between HOMO and LUMO = 8.60 eV
HOMO level = -8.35 eV

---

--- R ---
Below is a cluster of 2 separate species, C2H7NS2 in total, with properties calculated with ωB97M-V/def2-TZVPD.

Each line ends with the Mulliken charge.
Cartesian coordinates (Å):
S1 2.23 1.84 -2.10  -0.149
S2 1.67 3.58 -3.07  -0.193
H1 2.38 1.14 -3.26  0.171
H2 0.46 3.22 -3.65  0.169
C1 0.07 -2.07 1.36  -0.734
C2 -0.65 -0.93 1.43  0.061
N1 -2.02 -0.74 1.59  -0.445
H3 -0.24 -2.97 1.88  0.247
H4 1.09 -1.94 0.94  0.208
H5 -0.13 -0.06 1.10  0.235
H6 -2.47 -1.26 2.33  0.212
H7 -2.39 0.18 1.46  0.219

Results
Structure (SMILES) = C=CN.SS
LUMO energy = 0.305 eV
Net charge = 0
Spin multiplicity = 1
Gap between HOMO and LUMO = 8.53 eV
HOMO level = -8.23 eV

---

--- S ---
Below is a cluster of 2 separate species, C2H7NS2 in total, with properties calculated with ωB97M-V/def2-TZVPD.

Each line ends with the Mulliken charge.
Cartesian coordinates (Å):
S1 1.97 -0.10 0.48  -0.185
S2 1.56 -0.53 -1.70  -0.217
H1 0.98 -1.13 0.79  0.181
H2 1.74 0.79 -1.95  0.182
C1 -1.87 1.37 1.53  -0.762
C2 -2.18 0.44 0.63  0.222
N1 -3.28 -0.36 0.47  -0.436
H3 -2.17 1.42 2.55  0.279
H4 -1.10 2.03 1.12  0.200
H5 -1.58 0.22 -0.25  0.155
H6 -3.67 -0.67 1.30  0.176
H7 -3.41 -0.97 -0.31  0.206

Results
Structure (SMILES) = C=CN.SS
LUMO energy = -0.375 eV
Net charge = 0
Spin multiplicity = 1
Gap between HOMO and LUMO = 7.74 eV
HOMO level = -8.11 eV

---

Question: which arrangement is favored energetically? Ranking from most to least stable: R, S, Q, P.